{
  "formula": "C7H12N3OS",
  "method": "wB97M-V/def2-TZVPD",
  "elements": ["C", "C", "C", "C", "C", "C", "C", "N", "N", "N", "O", "S", "H", "H", "H", "H", "H", "H", "H", "H", "H", "H", "H", "H"],
  "coordinates": [[-1.69, 2.42, 2.28], [-0.49, 3.07, 2.31], [-0.61, 1.08, 0.89], [1.20, -0.65, -0.90], [1.32, -0.80, -2.55], [-1.49, -2.31, -0.38], [-0.44, -0.13, 0.09], [-1.74, 1.29, 1.56], [2.13, 0.41, -0.62], [-1.33, -1.03, 0.29], [1.50, -1.77, -0.23], [0.65, 2.29, 1.26], [-2.53, 2.67, 2.97], [-0.33, 3.98, 2.79], [2.18, -1.32, -2.54], [0.58, -1.40, -3.14], [1.45, 0.19, -2.99], [-0.50, -2.63, -0.64], [-2.05, -2.89, 0.31], [-2.04, -2.07, -1.21], [2.23, 0.67, 0.29], [2.10, 1.18, -1.15], [-2.23, -0.62, 0.80], [2.13, -1.63, 0.53]],
  "lowdin_charge": [-0.22, -0.32, -0.49, -0.39, 0.07, 0.02, -0.02, 0.04, 0.10, 0.02, 0.02, 1.10, 0.14, 0.06, 0.04, 0.10, 0.08, 0.08, 0.10, 0.08, 0.00, 0.04, 0.20, 0.17],
  "lumo_ev": -4.61,
  "total_energy_ha": -911.2885,
  "max_force_ev_per_a": 5.0,
  "de_lowest_kcal_mol": 80.50,
  "total_charge": 1
}


{
  "formula": "B2F4H4INOP",
  "method": "wB97M-V/def2-TZVPD",
  "elements": ["N", "P", "O", "B", "I", "H", "H", "H", "H", "B", "F", "F", "F", "F"],
  "coordinates": [[1.84, 1.17, 1.94], [0.73, 0.82, 0.63], [0.65, -0.81, 0.82], [-0.92, 1.18, 1.61], [-2.49, 1.93, 0.42], [2.78, 1.15, 1.56], [1.70, 2.11, 2.31], [0.49, -1.20, -0.07], [-1.15, 0.88, 2.74], [-0.74, -1.44, -2.41], [-1.79, -1.33, -1.47], [0.46, -1.78, -1.69], [-1.01, -2.46, -3.33], [-0.54, -0.23, -3.06]],
  "lowdin_charge": [-0.24, 0.68, -0.34, -0.88, 0.76, 0.00, 0.01, 0.00, -0.04, -1.25, 0.07, 0.04, 0.09, 0.09],
  "lumo_ev": 2.39,
  "total_energy_ha": -1220.9640,
  "max_force_ev_per_a": 0.4,
  "total_charge": -1
}


{
  "formula": "C27H28F3LiN5O3S",
  "method": "wB97M-V/def2-TZVPD",
  "elements": ["Li", "C", "C", "C", "C", "N", "C", "C", "C", "C", "C", "C", "N", "C", "C", "C", "C", "C", "N", "H", "H", "H", "H", "H", "H", "H", "H", "H", "H", "H", "N", "C", "C", "O", "O", "H", "H", "H", "H", "H", "O", "S", "C", "C", "C", "C", "H", "H", "H", "H", "H", "H", "H", "H", "F", "C", "F", "F", "C", "C", "C", "N", "C", "C", "H", "H", "H", "H"],
  "coordinates": [[0.56, -0.44, -0.75], [-1.76, -2.46, -3.87], [-2.76, -2.97, -3.06], [-2.55, -3.02, -1.69], [-1.35, -2.55, -1.18], [-0.40, -2.02, -1.96], [-0.60, -1.99, -3.26], [-1.03, -2.59, 0.25], [-1.56, -3.55, 1.12], [-1.21, -3.48, 2.46], [-0.35, -2.48, 2.89], [0.18, -1.61, 1.94], [-0.18, -1.67, 0.67], [1.19, -0.57, 2.24], [1.84, -0.49, 3.48], [2.77, 0.52, 3.68], [3.04, 1.39, 2.63], [2.37, 1.20, 1.43], [1.47, 0.26, 1.24], [-1.88, -2.43, -4.94], [-3.69, -3.32, -3.48], [-3.31, -3.42, -1.03], [0.21, -1.58, -3.84], [-2.20, -4.34, 0.76], [-1.61, -4.20, 3.16], [-0.11, -2.40, 3.94], [1.63, -1.20, 4.27], [3.27, 0.62, 4.62], [3.75, 2.19, 2.75], [2.57, 1.83, 0.58], [5.07, -2.76, 0.12], [3.91, -1.90, 0.30], [3.36, -1.53, -1.08], [4.09, -1.97, -2.07], [2.36, -0.87, -1.23], [5.86, -2.49, 0.71], [4.86, -2.46, -1.65], [4.87, -3.74, 0.29], [4.19, -0.96, 0.78], [3.10, -2.36, 0.88], [-2.43, 1.58, 0.18], [-1.32, 1.30, 1.10], [-2.11, 1.01, 2.74], [-2.31, 2.37, 3.38], [-1.03, 3.15, 3.12], [-0.71, 2.97, 1.64], [-1.42, 0.39, 3.32], [-3.04, 0.47, 2.57], [-2.52, 2.28, 4.45], [-3.14, 2.88, 2.90], [-0.21, 2.75, 3.73], [-1.15, 4.20, 3.37], [0.35, 3.04, 1.41], [-1.27, 3.68, 1.03], [-2.25, 3.18, -5.82], [-2.03, 3.82, -4.66], [-3.21, 4.31, -4.27], [-1.24, 4.86, -4.93], [-1.44, 2.88, -3.63], [-0.11, 2.98, -3.25], [0.38, 2.03, -2.37], [-0.36, 1.05, -1.87], [-1.63, 0.98, -2.23], [-2.23, 1.87, -3.11], [0.52, 3.77, -3.64], [1.41, 2.04, -2.06], [-2.21, 0.17, -1.81], [-3.26, 1.78, -3.39]],
  "lowdin_charge": [0.54, -0.03, -0.04, 0.00, -0.23, 0.07, -0.12, -0.20, 0.02, -0.02, 0.01, -0.24, 0.10, -0.26, 0.01, -0.04, -0.04, -0.15, 0.04, 0.11, 0.12, 0.11, 0.12, 0.12, 0.12, 0.11, 0.11, 0.12, 0.11, 0.12, 0.01, -0.14, -0.52, 0.14, 0.00, 0.10, 0.11, 0.10, 0.13, 0.13, -0.52, 0.92, -0.29, -0.23, -0.23, -0.28, 0.07, 0.10, 0.12, 0.12, 0.11, 0.12, 0.06, 0.10, 0.15, -0.59, 0.16, 0.15, -0.09, 0.03, -0.11, 0.00, -0.16, 0.04, 0.12, 0.11, 0.10, 0.13],
  "lumo_ev": -2.92,
  "total_energy_ha": -2250.4486,
  "max_force_ev_per_a": 1.5,
  "total_charge": 1
}


{
  "formula": "C28H21Cl2N5O5Ru",
  "method": "wB97M-V/def2-TZVPD",
  "elements": ["Ru", "C", "O", "C", "C", "C", "C", "C", "C", "N", "N", "C", "O", "C", "C", "C", "C", "C", "C", "C", "O", "H", "H", "H", "H", "H", "H", "H", "H", "H", "H", "H", "H", "O", "N", "O", "C", "C", "C", "C", "C", "C", "N", "C", "C", "N", "C", "C", "C", "C", "H", "H", "H", "H", "H", "H", "H", "Cl", "C", "Cl", "H", "H"],
  "coordinates": [[-0.37, -0.35, -0.03], [-1.65, 0.09, -4.22], [-0.38, -0.30, -4.79], [0.72, -0.54, -4.14], [1.83, -0.84, -4.96], [3.04, -1.12, -4.39], [3.20, -1.10, -2.98], [2.16, -0.84, -2.13], [2.46, -0.83, -0.70], [1.60, -0.60, 0.22], [2.02, -0.60, 1.53], [1.01, -0.40, 2.34], [-0.23, -0.19, 1.92], [1.23, -0.38, 3.79], [0.15, -0.20, 4.65], [0.36, -0.20, 6.02], [1.65, -0.37, 6.53], [2.72, -0.55, 5.67], [2.52, -0.56, 4.30], [0.86, -0.56, -2.69], [-0.19, -0.34, -2.00], [-2.29, 0.25, -5.08], [-1.54, 1.00, -3.64], [-2.04, -0.72, -3.59], [1.69, -0.84, -6.03], [3.89, -1.34, -5.02], [4.18, -1.31, -2.57], [3.48, -1.02, -0.38], [-0.84, -0.07, 4.25], [-0.47, -0.06, 6.70], [1.81, -0.36, 7.60], [3.72, -0.68, 6.07], [3.35, -0.70, 3.62], [-2.66, 6.20, 0.90], [-3.45, 5.54, 0.27], [-4.48, 5.93, -0.22], [-3.15, 4.09, 0.12], [-4.21, 3.27, 0.03], [-4.02, 1.85, -0.05], [-5.07, 0.92, -0.13], [-4.78, -0.42, -0.21], [-3.45, -0.83, -0.20], [-2.44, 0.03, -0.12], [-2.72, 1.35, -0.06], [-1.60, 2.24, 0.01], [-0.36, 1.67, -0.03], [0.71, 2.44, 0.04], [0.61, 3.83, 0.12], [-0.62, 4.43, 0.15], [-1.78, 3.63, 0.11], [-5.21, 3.68, 0.03], [-6.10, 1.27, -0.13], [-5.56, -1.16, -0.27], [-3.19, -1.88, -0.25], [1.67, 1.94, 0.04], [1.52, 4.42, 0.16], [-0.71, 5.50, 0.22], [-0.60, -2.82, 0.56], [-0.05, -4.07, -0.63], [-0.44, -3.62, -2.28], [-0.59, -4.97, -0.36], [1.02, -4.18, -0.50]],
  "lowdin_charge": [1.24, 0.01, 0.02, -0.16, 0.05, 0.01, 0.02, -0.12, -0.04, -0.18, 0.10, -0.41, -0.22, -0.16, -0.02, -0.05, -0.05, -0.05, -0.02, -0.26, -0.16, 0.11, 0.10, 0.09, 0.15, 0.13, 0.13, 0.15, 0.11, 0.11, 0.12, 0.11, 0.11, 0.11, -0.33, 0.13, -0.04, 0.10, -0.10, 0.05, 0.01, -0.08, -0.01, -0.13, -0.11, -0.01, -0.05, 0.02, 0.06, -0.03, 0.15, 0.14, 0.13, 0.10, 0.12, 0.13, 0.13, 0.67, -0.87, 0.63, 0.05, 0.04],
  "lumo_ev": [-8.71, -9.06],
  "total_energy_ha": -2744.2330,
  "max_force_ev_per_a": 1.4,
  "de_lowest_kcal_mol": 0.00,
  "total_charge": 2
}


{
  "formula": "C35H38FMgN3O3Si",
  "method": "wB97M-V/def2-TZVPD",
  "elements": ["C", "C", "C", "H", "C", "C", "H", "H", "H", "H", "Mg", "C", "H", "H", "H", "Si", "C", "C", "H", "C", "H", "C", "H", "C", "H", "C", "H", "C", "C", "H", "C", "H", "C", "H", "C", "H", "C", "H", "H", "H", "F", "C", "C", "C", "C", "O", "C", "C", "N", "C", "C", "C", "C", "C", "C", "N", "C", "C", "N", "C", "C", "C", "O", "O", "H", "H", "H", "H", "H", "H", "H", "H", "H", "H", "H", "H", "H", "H", "H", "H", "H", "H"],
  "coordinates": [[0.74, 1.95, 1.38], [1.15, 2.15, 0.03], [-0.03, 2.28, -0.77], [2.17, 2.25, -0.33], [-1.16, 2.11, 0.08], [-0.68, 1.94, 1.41], [-1.31, 1.86, 2.30], [1.39, 1.86, 2.25], [-0.06, 2.50, -1.84], [-2.21, 2.14, -0.22], [-0.16, -0.67, 0.32], [-0.36, -0.64, -1.85], [-1.29, -0.14, -2.16], [-0.41, -1.71, -2.08], [0.47, -0.19, -2.40], [-0.54, -2.01, -6.04], [1.22, -1.78, -6.55], [1.88, -0.56, -6.30], [1.34, 0.27, -5.83], [3.22, -0.40, -6.65], [3.72, 0.55, -6.46], [3.92, -1.45, -7.26], [4.97, -1.33, -7.53], [3.27, -2.67, -7.51], [3.81, -3.49, -7.99], [1.93, -2.83, -7.16], [1.41, -3.77, -7.36], [-1.52, -0.51, -6.50], [-1.33, 0.16, -7.72], [-0.58, -0.21, -8.44], [-2.08, 1.29, -8.03], [-1.92, 1.81, -8.98], [-3.05, 1.76, -7.13], [-3.64, 2.65, -7.37], [-3.25, 1.09, -5.92], [-4.01, 1.45, -5.22], [-2.50, -0.05, -5.61], [-2.68, -0.59, -4.68], [-0.58, -2.27, -4.60], [-1.12, -3.14, -6.79], [-0.27, 2.66, 6.44], [-0.18, 1.30, 6.21], [-0.18, 0.85, 4.91], [-0.08, -0.54, 4.66], [-0.14, -1.10, 3.32], [-0.51, -0.41, 2.31], [0.15, -2.50, 3.17], [0.22, -3.30, 4.29], [0.12, -2.80, 5.57], [0.30, -3.65, 6.68], [0.45, -5.13, 6.54], [1.65, -4.28, 6.84], [0.08, -1.42, 5.77], [0.21, -0.91, 7.06], [0.00, 0.45, 7.32], [0.06, 0.91, 8.64], [1.17, 0.52, 9.49], [0.64, 0.04, 10.83], [-0.23, 1.13, 11.35], [-1.34, 1.62, 10.48], [-0.71, 2.02, 9.15], [0.20, -3.24, 1.83], [0.18, -4.48, 1.90], [0.26, -2.55, 0.74], [-0.26, 1.56, 4.09], [0.32, -4.38, 4.23], [-0.21, -3.34, 7.59], [-0.03, -5.67, 7.35], [0.43, -5.62, 5.57], [2.38, -4.16, 6.03], [2.07, -4.28, 7.85], [0.44, -1.58, 7.89], [1.84, 1.39, 9.64], [1.75, -0.27, 9.00], [0.03, -0.86, 10.74], [1.45, -0.13, 11.54], [-0.61, 0.87, 12.26], [0.39, 1.94, 11.46], [-1.82, 2.46, 10.97], [-2.05, 0.79, 10.38], [-0.05, 2.89, 9.30], [-1.50, 2.29, 8.43]],
  "lowdin_charge": [-0.22, -0.19, -0.22, 0.07, -0.20, -0.25, 0.06, 0.06, 0.08, 0.07, 0.80, -0.24, -0.05, -0.07, -0.04, 0.71, -0.34, -0.09, 0.11, -0.09, 0.10, -0.10, 0.10, -0.10, 0.10, -0.12, 0.09, -0.34, -0.11, 0.10, -0.10, 0.10, -0.10, 0.10, -0.09, 0.10, -0.10, 0.09, -0.02, -0.03, 0.04, -0.16, 0.12, -0.02, -0.23, -0.06, 0.00, 0.06, 0.00, -0.30, -0.09, -0.08, -0.10, 0.05, -0.15, -0.11, -0.13, -0.09, 0.04, -0.09, -0.13, -0.57, 0.01, -0.10, 0.12, 0.13, 0.14, 0.11, 0.11, 0.12, 0.10, 0.10, 0.14, 0.14, 0.14, 0.14, 0.19, 0.18, 0.14, 0.15, 0.14, 0.15],
  "lumo_ev": -2.19,
  "total_energy_ha": -2335.7862,
  "max_force_ev_per_a": 3.3
}


{
  "formula": "CH4N2OS",
  "method": "wB97M-V/def2-TZVPD",
  "elements": ["N", "C", "S", "N", "O", "H", "H", "H", "H"],
  "coordinates": [[-0.68, -1.51, -0.72], [-0.65, -1.00, 0.44], [-0.55, 0.85, 0.36], [1.08, 0.99, 1.00], [-0.37, 1.20, -1.11], [-0.73, -0.90, -1.62], [-0.60, -2.50, -0.95], [0.98, 1.07, 2.01], [1.54, 1.80, 0.60]],
  "lowdin_charge": [-0.02, -0.30, 0.81, -0.20, -0.59, 0.13, 0.10, 0.03, 0.03],
  "lumo_ev": 0.48,
  "total_energy_ha": -623.3371,
  "max_force_ev_per_a": 3.9,
  "de_lowest_kcal_mol": 76.64
}